(1)
Formula: C3H6
Source: OMol25
Level of theory: ωB97M-V with the def2-TZVPD basis set

The calculation puts the total energy at -117.8383 a.u. The energy relative to the best compared isomer or geometry (same formula, charge and spin) comes out at 88.31 kJ/mol. For the HOMO energy, the calculation gives -9.9 eV. The net charge is 0. As for the SMILES: C1CC1. Its spin multiplicity is 1. The gap between HOMO and LUMO is 11.279 eV. The value obtained for the max |F| is 4.6 eV/A. Its lowest unoccupied orbital energy is 1.4 eV.

Each line ends with the natural charge from an NBO analysis.
Element x y z (Å)
H1 1.506 0.081 -0.863  0.214
H2 -0.820 -1.162 0.811  0.208
C1 -0.424 0.726 -0.021  -0.419
C2 -0.494 -0.700 -0.096  -0.411
H3 -0.893 -1.108 -0.927  0.207
H4 -0.548 1.462 -0.825  0.220
H5 1.238 -0.309 0.958  0.207
C3 0.902 -0.108 -0.066  -0.429
H6 -0.467 1.117 1.028  0.204

(2)
Formula: C3H6
Source: OMol25
Level of theory: ωB97M-V with the def2-TZVPD basis set

The calculation puts the total energy at -117.8300 a.u. The energy relative to the best compared isomer or geometry (same formula, charge and spin) comes out at 110.12 kJ/mol. For the HOMO energy, the calculation gives -10.3 eV. The net charge is 0. As for the SMILES: C1CC1. Its spin multiplicity is 1. The gap between HOMO and LUMO is 11.666 eV. The value obtained for the max |F| is 6.4 eV/A. Its lowest unoccupied orbital energy is 1.4 eV.

Each line ends with the natural charge from an NBO analysis.
Element x y z (Å)
C1 0.384 -0.691 0.148  -0.414
H1 -1.431 -0.169 -0.877  0.207
H2 0.644 -1.472 -0.508  0.206
H3 0.986 0.770 -1.103  0.222
H4 -1.397 0.196 0.788  0.203
H5 0.348 -1.265 1.184  0.196
C2 0.473 0.701 -0.128  -0.430
H6 0.929 1.361 0.656  0.222
C3 -0.870 0.086 -0.043  -0.411

(3)
Formula: C3H6
Source: OMol25
Level of theory: ωB97M-V with the def2-TZVPD basis set

The calculation puts the total energy at -117.8565 a.u. The energy relative to the best compared isomer or geometry (same formula, charge and spin) comes out at 40.41 kJ/mol. For the HOMO energy, the calculation gives -10.0 eV. The net charge is 0. As for the SMILES: C1CC1. Its spin multiplicity is 1. The gap between HOMO and LUMO is 11.460 eV. The value obtained for the max |F| is 2.4 eV/A. Its lowest unoccupied orbital energy is 1.4 eV.

Each line ends with the natural charge from an NBO analysis.
Element x y z (Å)
H1 0.464 0.767 -1.505  0.210
H2 -0.120 1.437 1.012  0.220
C1 0.279 0.475 0.713  -0.424
C2 0.540 0.012 -0.673  -0.417
H3 0.805 -0.113 1.408  0.206
H4 -0.841 -1.466 0.297  0.208
H5 1.308 -0.716 -0.835  0.213
C3 -0.771 -0.436 -0.047  -0.424
H6 -1.663 0.042 -0.371  0.209

(4)
Formula: C3H68N3O36S2
Source: OMol25
Level of theory: ωB97M-V with the def2-TZVPD basis set

The calculation puts the total energy at -3824.4193 a.u. For the HOMO energy, the calculation gives -6.1 eV. The net charge is -1. Its spin multiplicity is 1. The gap between HOMO and LUMO is 7.768 eV. The value obtained for the max |F| is 1.9 eV/A. Its lowest unoccupied orbital energy is 1.6 eV.

Each line ends with the Löwdin charge.
Element x y z (Å)
H1 1.090 0.891 -2.221  0.074
O1 -5.684 0.248 1.876  -0.065
O2 -8.285 -12.149 2.849  -0.063
H2 -1.051 -0.789 -0.208  0.026
H3 -3.161 -2.708 3.869  -0.017
O3 5.087 3.909 1.199  -0.064
H4 0.676 0.099 -4.667  0.027
H5 -2.032 9.320 -2.288  -0.006
H6 -2.627 -6.340 1.295  0.048
H7 -5.029 0.815 2.293  0.030
O4 4.704 5.829 -1.461  -0.042
H8 -2.058 7.111 -3.638  0.028
H9 -8.616 -9.667 2.700  0.054
H10 -0.490 4.615 -2.587  0.009
H11 2.450 5.717 3.163  -0.019
H12 -2.818 -2.764 1.894  -0.009
H13 -0.381 3.717 0.336  0.048
H14 5.742 0.743 -5.363  0.018
O5 0.192 6.775 1.218  -0.045
O6 1.271 -0.543 2.665  -0.085
H15 -7.643 -11.580 3.283  0.003
O7 -2.112 2.182 -0.499  -0.061
S1 2.915 0.337 -0.917  0.560
H16 -2.619 -1.280 1.639  -0.008
H17 3.294 7.959 1.404  0.056
O8 -3.916 -4.143 -0.956  -0.065
N1 -1.022 0.189 2.273  0.181
H18 1.238 -3.955 5.413  0.043
H19 -0.174 5.963 -3.206  0.011
H20 -0.255 7.398 1.795  0.043
O9 -0.211 5.026 -3.416  -0.059
H21 4.104 3.171 -5.310  0.035
H22 -0.742 -10.102 6.689  0.038
S2 2.396 0.348 1.698  0.520
H23 -4.106 -3.512 -0.252  0.008
O10 3.602 0.271 2.451  -0.276
H24 -2.157 -7.474 2.194  0.019
H25 2.578 2.573 -2.994  0.089
H26 -2.386 1.770 0.327  0.024
O11 2.700 5.073 3.834  -0.053
C1 1.616 1.418 -1.437  -0.237
O12 -3.253 -1.996 1.505  -0.070
H27 3.910 3.241 -1.202  0.038
N2 2.375 -0.502 0.393  -0.281
H28 2.941 4.449 -1.507  0.042
O13 -1.247 -9.718 5.967  -0.052
H29 0.991 6.530 1.700  0.005
N3 2.941 3.517 -1.123  0.015
H30 6.509 -0.563 -5.509  0.003
H31 -0.812 -10.037 5.171  0.043
O14 -1.916 -6.591 1.894  -0.046
O15 1.845 1.673 1.649  -0.286
H32 5.043 6.453 -2.108  0.038
O16 -0.102 4.127 -0.488  -0.043
O17 -0.659 -0.056 -0.694  -0.066
O18 -3.155 -8.391 4.147  -0.051
H33 -2.086 3.121 -0.296  0.015
H34 -0.107 -3.389 5.847  0.046
O19 0.357 -3.753 5.086  -0.041
H35 5.602 -1.110 0.845  0.020
O20 3.181 -0.617 -1.961  -0.315
H36 4.495 4.082 0.457  -0.018
O21 -1.596 -3.895 2.813  -0.058
H37 8.996 -0.042 -4.818  0.050
H38 -3.243 -9.055 4.843  0.027
O22 5.740 -1.627 0.045  -0.076
H39 -0.852 0.074 -4.646  0.048
H40 2.556 4.219 3.409  0.037
O23 -5.488 -10.219 4.127  -0.071
O24 4.502 3.347 -4.451  -0.046
H41 -4.325 -1.780 4.162  0.024
H42 -5.215 -0.582 1.730  0.003
H43 -7.766 -9.483 1.457  0.061
O25 2.860 0.462 -4.738  -0.063
H44 -4.818 6.918 -5.303  0.041
H45 3.304 -0.120 -5.365  0.030
O26 2.972 7.349 2.073  -0.050
H46 -3.226 -7.550 4.610  0.067
O27 -2.057 7.290 -2.691  -0.054
H47 0.165 -2.116 -3.527  -0.006
O28 -0.082 -0.192 -4.138  -0.048
H48 -0.185 -3.475 -2.931  0.022
O29 -3.488 -2.083 4.523  -0.062
O30 -2.299 10.143 -1.850  -0.070
H49 5.431 5.707 -0.838  0.040
O31 8.102 -0.201 -4.501  -0.041
H50 -2.990 7.394 -2.479  0.044
H51 -7.825 -12.984 2.733  0.038
H52 -3.794 -3.594 -1.735  0.031
O32 -7.704 -9.554 2.414  -0.051
H53 -3.785 5.806 -5.209  0.051
O33 0.101 -3.059 -3.748  -0.077
H54 -5.964 -10.202 3.287  -0.006
H55 -0.060 5.070 -0.282  0.031
C2 0.067 -0.163 2.488  -0.396
H56 4.655 3.182 1.661  0.030
H57 -3.042 10.461 -2.369  0.024
H58 -1.262 0.093 -1.430  0.040
O34 5.678 -0.130 -5.760  -0.073
H59 0.894 1.570 -0.659  0.060
H60 5.282 3.872 -4.645  0.029
H61 -0.938 -3.328 3.236  0.035
C3 2.109 2.724 -2.024  -0.278
H62 3.227 0.191 -3.880  0.015
H63 8.179 -0.201 -3.541  0.064
H64 1.234 3.312 -2.223  0.069
H65 -4.827 -9.520 4.038  -0.010
H66 -1.130 -4.727 2.660  0.036
O35 4.102 1.055 -0.521  -0.324
H67 3.717 7.232 2.675  0.057
H68 5.225 -1.141 -0.612  -0.009
O36 -4.069 6.620 -4.780  -0.045

(5)
Formula: C3H6BN
Source: OMol25
Level of theory: ωB97M-V with the def2-TZVPD basis set

The calculation puts the total energy at -197.3864 a.u. The energy relative to the best compared isomer or geometry (same formula, charge and spin) comes out at 291.51 kJ/mol. For the HOMO energy, the calculation gives -8.7 eV. The net charge is 0. Its spin multiplicity is 1. The gap between HOMO and LUMO is 9.130 eV. The value obtained for the max |F| is 5.8 eV/A. Its lowest unoccupied orbital energy is 0.4 eV.

Each line ends with the natural charge from an NBO analysis.
Element x y z (Å)
H1 -2.020 -1.282 -0.433  0.176
C1 -1.176 -0.667 -0.029  0.047
H2 1.945 0.878 -0.785  -0.074
B1 0.997 0.508 -0.308  0.626
C2 -0.006 -0.641 -0.928  -0.793
H3 0.815 0.426 1.804  0.227
H4 0.550 -1.546 -0.928  0.256
H5 -0.098 1.950 1.379  0.268
N1 -1.290 -0.141 1.092  -0.367
H6 -0.179 -0.474 -1.913  0.245
C3 0.463 0.987 1.049  -0.612

(6)
Formula: C3H6BNO2
Source: OMol25
Level of theory: ωB97M-V with the def2-TZVPD basis set

The calculation puts the total energy at -347.8699 a.u. The energy relative to the best compared isomer or geometry (same formula, charge and spin) comes out at 180.40 kJ/mol. For the HOMO energy (alpha / beta), the calculation gives -5.0 / -11.4 eV. The net charge is 0. Its spin multiplicity is 3. The gap between HOMO and LUMO (alpha / beta) is 4.934 / 9.695 eV. The value obtained for the max |F| is 5.9 eV/A. As for the expectation value of S²: 2.0068. Its lowest unoccupied orbital energy (alpha / beta) is -0.1 / -1.7 eV.

Each line ends with the natural charge from an NBO analysis.
Element x y z (Å)
H1 0.722 -1.251 1.496  0.216
H2 -0.298 -2.419 0.413  0.233
B1 0.509 2.289 1.314  1.226
H3 -1.023 0.401 0.536  0.195
C1 0.283 -1.563 0.507  -0.655
H4 1.928 2.201 -0.046  0.531
N1 -1.578 -0.753 -2.258  -0.598
C2 -0.742 -0.476 0.022  -0.144
O1 -0.146 2.737 2.234  -0.844
H5 1.148 -1.707 -0.169  0.224
H6 -1.058 -0.631 -3.137  0.380
C3 -0.944 -0.551 -1.259  0.150
O2 1.199 1.723 0.348  -0.912

(7)
Formula: C3H6BrClIN
Source: OMol25
Level of theory: ωB97M-V with the def2-TZVPD basis set

The calculation puts the total energy at -3504.4755 a.u. The energy relative to the best compared isomer or geometry (same formula, charge and spin) comes out at 115.39 kJ/mol. For the HOMO energy (alpha / beta), the calculation gives -7.5 / -7.5 eV. The net charge is 0. Its spin multiplicity is 1. The gap between HOMO and LUMO (alpha / beta) is 6.029 / 6.031 eV. The value obtained for the max |F| is 5.1 eV/A. Its lowest unoccupied orbital energy (alpha / beta) is -1.4 / -1.4 eV.

Each line ends with the natural charge from an NBO analysis.
Element x y z (Å)
H1 -1.513 0.000 -1.569  0.219
C1 -0.996 -0.203 0.960  -0.436
H2 -1.076 -1.296 1.021  0.245
Br1 2.018 1.742 -0.879  0.313
H3 0.143 0.621 -1.906  0.216
Cl1 1.353 1.077 2.012  0.149
H4 -0.267 -1.196 -1.739  0.257
C2 1.103 0.823 0.329  0.122
H5 -2.099 0.232 0.747  0.215
I1 2.592 -2.013 0.415  -0.748
N1 -0.104 0.242 0.011  -0.367
H6 -0.654 0.077 1.969  0.238
C3 -0.500 -0.105 -1.372  -0.422

(8)
Formula: C3H6BrF
Source: OMol25
Level of theory: ωB97M-V with the def2-TZVPD basis set

The calculation puts the total energy at -2791.7095 a.u. The energy relative to the best compared isomer or geometry (same formula, charge and spin) comes out at 190.22 kJ/mol. For the HOMO energy, the calculation gives -10.7 eV. The net charge is 0. Its spin multiplicity is 1. The gap between HOMO and LUMO is 11.140 eV. The value obtained for the max |F| is 4.4 eV/A. Its lowest unoccupied orbital energy is 0.4 eV.

Each line ends with the natural charge from an NBO analysis.
Element x y z (Å)
F1 0.503 -1.801 0.510  -0.585
H1 -0.248 0.837 -1.655  0.242
C1 -0.280 -0.226 -1.280  -0.709
H2 0.210 -0.901 -1.914  0.259
H3 -0.329 1.567 1.364  0.237
C2 -0.336 0.546 1.215  -0.693
H4 -1.270 0.025 1.093  0.238
Br1 2.216 0.451 -0.154  0.110
H5 -1.196 -0.606 -1.080  0.237
H6 0.359 0.088 1.936  0.271
C3 0.369 0.021 -0.036  0.393

(9)
Formula: C3H6BrN2O
Source: OMol25
Level of theory: ωB97M-V with the def2-TZVPD basis set

The calculation puts the total energy at -2876.3166 a.u. The energy relative to the best compared isomer or geometry (same formula, charge and spin) comes out at 88.68 kJ/mol. For the HOMO energy, the calculation gives -14.6 eV. The net charge is +1. As for the SMILES: ON1CC[NH+]=C1Br. Its spin multiplicity is 1. The gap between HOMO and LUMO is 10.117 eV. The value obtained for the max |F| is 5.6 eV/A. Its lowest unoccupied orbital energy is -4.4 eV.

Each line ends with the natural charge from an NBO analysis.
Element x y z (Å)
O1 1.192 -2.365 0.636  -0.473
H1 1.385 -0.015 -0.836  0.247
H2 -2.443 -0.332 -0.949  0.410
N1 -1.434 -0.381 -1.011  -0.535
N2 0.295 -1.457 0.194  -0.045
H3 1.639 -2.053 1.450  0.511
H4 -1.134 1.023 0.561  0.208
C1 -0.853 -1.798 -0.288  0.326
H5 1.150 0.340 0.894  0.243
C2 -0.651 0.635 -0.344  -0.251
Br1 -1.631 -3.419 -0.428  0.354
H6 -0.499 1.463 -1.042  0.250
C3 0.674 -0.062 -0.003  -0.245

(10)
Formula: C3H6BrN2S
Source: OMol25
Level of theory: ωB97M-V with the def2-TZVPD basis set

The calculation puts the total energy at -3199.3181 a.u. The energy relative to the best compared isomer or geometry (same formula, charge and spin) comes out at 154.52 kJ/mol. For the HOMO energy, the calculation gives -14.1 eV. The net charge is +1. Its spin multiplicity is 1. The gap between HOMO and LUMO is 9.445 eV. The value obtained for the max |F| is 3.3 eV/A. Its lowest unoccupied orbital energy is -4.6 eV.

Each line ends with the natural charge from an NBO analysis.
Element x y z (Å)
H1 2.408 0.757 1.226  0.290
N1 -2.223 0.555 -1.477  -0.736
C1 1.020 -0.299 -0.243  0.120
S1 1.044 -1.399 1.498  0.404
H2 -1.876 0.354 -2.363  0.421
H3 0.624 0.928 1.552  0.279
H4 -3.080 1.075 -1.308  0.445
N2 -0.148 -0.147 -0.907  -0.549
C2 -1.264 0.317 -0.583  0.497
Br1 -2.014 0.227 1.234  0.029
H5 2.242 -1.800 1.089  0.148
C3 1.421 0.266 1.095  -0.601
H6 1.845 -0.834 -0.815  0.252

(11)
Formula: C3H6BrO4S
Source: OMol25
Level of theory: ωB97M-V with the def2-TZVPD basis set

The calculation puts the total energy at -3391.0444 a.u. The energy relative to the best compared isomer or geometry (same formula, charge and spin) comes out at 330.29 kJ/mol. For the HOMO energy, the calculation gives -4.1 eV. The net charge is -1. Its spin multiplicity is 1. The gap between HOMO and LUMO is 7.537 eV. The value obtained for the max |F| is 1.4 eV/A. Its lowest unoccupied orbital energy is 3.4 eV.

Each line ends with the natural charge from an NBO analysis.
Element x y z (Å)
O1 0.520 -0.896 0.736  -0.734
O2 3.053 -0.828 -2.081  -0.958
S1 2.492 -1.000 -0.759  2.204
C1 -3.027 2.393 0.581  -0.414
H1 0.934 -1.767 0.834  0.469
O3 3.372 -0.700 0.347  -0.964
C2 0.882 -0.270 -0.418  -0.285
H2 1.978 -2.989 -1.444  0.494
H3 -2.916 2.686 -0.450  0.190
Br1 -0.074 -1.152 -2.011  -0.274
C3 -2.095 1.708 1.210  -0.360
O4 2.225 -2.671 -0.573  -0.946
H4 -1.185 1.393 0.726  0.226
H5 -2.211 1.402 2.239  0.179
H6 -3.948 2.692 1.062  0.173

(12)
Formula: C3H6Cl2N
Source: OMol25
Level of theory: ωB97M-V with the def2-TZVPD basis set

The calculation puts the total energy at -1092.5784 a.u. The energy relative to the best compared isomer or geometry (same formula, charge and spin) comes out at 490.79 kJ/mol. For the HOMO energy (alpha / beta), the calculation gives -15.9 / -14.4 eV. The net charge is +1. Its spin multiplicity is 1. The gap between HOMO and LUMO (alpha / beta) is 9.806 / 6.556 eV. The value obtained for the max |F| is 5.0 eV/A. Its lowest unoccupied orbital energy (alpha / beta) is -6.0 / -7.9 eV.

Each line ends with the natural charge from an NBO analysis.
Element x y z (Å)
H1 0.874 1.023 0.514  0.252
H2 0.727 1.556 -1.271  0.250
H3 -0.291 2.032 -0.111  0.231
C1 -1.609 0.271 -1.414  0.359
H4 -1.117 -2.137 -0.522  0.260
Cl1 -2.758 -2.873 -1.710  0.038
C2 0.195 1.205 -0.416  -0.446
H5 -1.111 -1.087 1.038  0.246
C3 -0.523 -1.281 0.070  -0.424
Cl2 -2.265 1.421 -2.244  0.321
H6 0.580 -1.312 0.219  0.250
N1 -0.719 0.042 -0.563  -0.337